Computed, not measured: a structure of composition C31H32As2Cl2N3NiO11S, with wB97M-V/def2-TZVPD.

Values from the calculation:
Total charge: +1
HOMO level (alpha / beta): -11.5 / -11.6 eV
Multiplicity: 3
Calculated total energy: -9490.623113 Eh
Energy relative to the best compared isomer or geometry (same formula, charge and spin): 6.7 kJ/mol
Orbital gap (alpha / beta): 7.47 / 7.62 eV

CARTESIAN COORDINATES (ANGSTROEM)
Ni1 1.1624 -1.3260 -0.7852
N1 1.1071 -1.2557 1.2975
C1 0.2486 -2.2903 1.8075
C2 0.1533 -2.6198 3.1289
C3 -0.7311 -3.6360 3.5502
C4 -1.5089 -4.2990 2.6455
C5 -1.4225 -3.9875 1.2683
C6 -2.1729 -4.6527 0.2708
C7 -2.0110 -4.3077 -1.0375
C8 -1.0901 -3.2962 -1.3654
N2 -0.3712 -2.6605 -0.4694
C9 -0.5311 -2.9829 0.8505
H1 2.0137 -1.2597 1.7567
H2 0.7065 -0.3263 1.4854
H3 0.7560 -2.0926 3.8574
H4 -0.7902 -3.8806 4.6008
H5 -2.1908 -5.0753 2.9653
H6 -2.8658 -5.4326 0.5610
H7 -2.5664 -4.7902 -1.8276
H8 -0.9488 -3.0099 -2.3997
C10 1.8786 2.7925 -0.8382
O1 1.2407 3.3232 -2.0096
C11 -0.0802 3.3858 -2.1057
O2 -0.5933 4.0354 -2.9793
C12 -0.9448 2.6165 -1.1275
C13 -1.9685 3.2985 -0.6013
As1 -3.5387 2.6696 0.5070
C14 -3.7065 4.1308 1.7894
C15 -2.1741 1.4358 1.1810
C16 -2.1030 0.4320 0.2767
As2 -0.6731 0.6314 -1.0445
C17 -1.6952 0.3729 -2.6937
C18 -3.2652 -0.4444 -0.0644
O3 -3.2029 -1.2984 -0.9180
O4 -4.3036 -0.2730 0.7454
C19 -5.4193 -1.1453 0.5049
C20 -0.8972 1.9652 1.7550
O5 0.1496 1.3487 1.7025
O6 -1.0548 3.1247 2.3486
C21 0.1224 3.8102 2.8295
C22 -2.0179 4.8014 -0.7036
O7 -1.2726 5.4608 -0.0303
O8 -3.0344 5.3592 -1.3596
C23 -3.6860 4.6622 -2.4320
H9 2.8470 3.2813 -0.7822
H10 2.0307 1.7209 -0.9393
H11 1.3124 3.0152 0.0657
H12 -4.5664 4.7237 1.4804
H13 -2.8181 4.7511 1.8450
H14 -3.9100 3.6846 2.7622
H15 -2.6774 0.8317 -2.5863
H16 -1.8007 -0.6773 -2.9434
H17 -1.1446 0.8932 -3.4801
H18 -6.1813 -0.8404 1.2139
H19 -5.1235 -2.1792 0.6755
H20 -5.7726 -1.0317 -0.5179
H21 0.0199 4.8382 2.4934
H22 1.0194 3.3512 2.4217
H23 0.1245 3.7511 3.9153
H24 -4.6336 5.1737 -2.5761
H25 -3.8724 3.6162 -2.1796
H26 -3.0696 4.7217 -3.3245
Cl1 0.4995 -3.8022 -4.7994
C24 1.7418 -2.9060 -3.9491
Cl2 1.0577 -1.3855 -3.2555
H27 2.5237 -2.5932 -4.6312
H28 2.1263 -3.4813 -3.1144
O9 3.3665 1.0070 0.9418
C25 3.7628 0.0540 0.3076
N3 3.0852 -0.5119 -0.7540
S1 3.7645 -1.8956 -1.2237
O10 2.7258 -2.8956 -0.8764
O11 4.2014 -1.9464 -2.5877
C26 5.1221 -1.8790 -0.1212
C27 6.1922 -2.7439 -0.0183
C28 7.1742 -2.4104 0.9062
C29 7.0777 -1.2509 1.6727
C30 5.9971 -0.3886 1.5407
C31 5.0148 -0.7184 0.6244
H29 6.2661 -3.6348 -0.6249
H30 8.0314 -3.0580 1.0270
H31 7.8645 -1.0173 2.3763
H32 5.9144 0.5188 2.1222